# 1
Density functional theory data (ωB97M-V with the def2-TZVPD basis set) for one molecule with the formula C11H15FN2O3 in a non-equilibrium geometry.

```
! wB97M-V def2-TZVPD RIJCOSX def2/J DEFGRID3
* xyz 0 1
O 4.02773 -1.31484 1.77303
C 4.34677 -1.13785 0.64250
N 4.68136 -2.23667 -0.22372
F 3.49198 -2.61360 -0.87277
O 4.53165 0.04647 0.08038
C 3.41179 0.96197 0.16898
C 2.10417 0.33610 -0.25311
C 1.04913 1.39053 -0.59397
N -0.20397 0.72269 -0.92231
C -1.43658 1.44372 -0.60336
C -2.51686 0.46916 -0.18260
C -3.49573 0.07485 -1.09459
C -4.47496 -0.84355 -0.73330
C -4.46338 -1.36566 0.55351
C -3.49823 -0.98209 1.47402
C -2.51743 -0.06411 1.10907
O -1.58740 0.24800 2.05155
H 4.88705 -3.02081 0.38656
H 3.66701 1.76288 -0.51661
H 3.34071 1.36626 1.17520
H 1.67204 -0.26876 0.53983
H 2.21840 -0.29661 -1.12906
H 0.89739 2.06394 0.24644
H 1.42447 1.99569 -1.42754
H -0.20903 0.39269 -1.87462
H -1.26293 2.13979 0.21617
H -1.80744 2.02379 -1.44943
H -3.46494 0.48895 -2.09208
H -5.21376 -1.14388 -1.45888
H -5.20880 -2.08915 0.85017
H -3.46233 -1.39506 2.46992
H -0.92788 0.84519 1.69060
*
```

Properties
SMILES string: O=C(NF)OCCCNCc1ccccc1O
Orbital gap, Ha: 0.337
E, Ha: -863.1649



# 2
Density functional theory data (ωB97M-V with the def2-TZVPD basis set) for C14H24BBeCl6F4N4 as an isolated structure in a non-equilibrium geometry.

```
! wB97M-V def2-TZVPD RIJCOSX def2/J DEFGRID3
* xyz 0 2
Be -0.99812 3.30751 -0.38555
B 0.43541 0.90442 0.17754
F 0.80467 0.91250 -1.14028
F 1.01540 1.97405 0.79380
F -0.96140 1.06015 0.18937
F 0.88554 -0.23587 0.72256
C -5.79080 3.40996 0.22817
C -4.53341 2.68057 0.41714
N -3.53080 2.07211 0.61145
H -6.22109 3.18605 -0.74794
H -5.62331 4.48702 0.22609
H -6.54189 3.06700 0.93974
C 1.81107 1.94298 3.85473
C 1.07970 2.36399 5.05760
N 0.46704 2.78690 5.93262
H 1.06328 1.59026 3.14446
H 2.44789 1.09794 4.11641
H 2.45215 2.67312 3.36076
C 3.83177 0.32931 -0.40906
C 4.33077 0.37682 0.99706
N 4.64210 0.36291 2.08931
H 2.92142 -0.26295 -0.50170
H 4.64269 -0.06800 -1.01950
H 3.61602 1.29269 -0.87106
C 2.61101 -1.75206 3.29225
C 2.54801 -2.46088 2.00048
N 2.48014 -3.00872 1.00621
H 1.93699 -2.16455 4.04301
H 2.30006 -0.72839 3.08361
H 3.59319 -1.78494 3.76378
Cl -5.26945 -2.45418 0.33293
C -4.13957 -1.11750 0.76523
C -2.81319 -1.76605 1.14877
Cl -2.99837 -2.42249 2.83910
H -4.59680 -0.36648 1.40945
H -4.12601 -0.63057 -0.20986
H -1.98503 -1.05753 1.13287
H -2.59394 -2.63657 0.53054
Cl 0.41296 1.97216 -5.62643
C 0.89786 0.32259 -5.39081
C 2.23857 0.27445 -4.66014
Cl 2.86848 -1.42589 -4.54605
H 1.09926 -0.09320 -6.37805
H 0.08521 -0.14333 -4.83347
H 2.10349 0.76056 -3.69393
H 2.90399 0.92574 -5.22683
Cl -2.21576 -2.49853 -2.11463
C -0.62029 -1.81585 -1.85977
C 0.27986 -2.85949 -1.13386
Cl 0.46782 -4.45236 -2.04434
H -0.73195 -0.86701 -1.33506
H -0.15735 -1.58545 -2.81929
H -0.09512 -3.07144 -0.13258
H 1.26986 -2.40347 -1.12685
*
```

Properties
Orbital gap (spin up / spin down), Ha: 0.305 / 0.224
E, Ha: -3967.1641



# 3
Density functional theory data (ωB97M-V with the def2-TZVPD basis set) for one molecule with the formula C5H6O2 in a non-equilibrium geometry.

```
! wB97M-V def2-TZVPD RIJCOSX def2/J DEFGRID3
* xyz 0 1
C -2.77364 0.08615 -0.52514
C -1.61670 0.42308 -0.57097
C -0.22170 0.81460 -0.60801
O 0.23206 1.55284 -1.46135
C 0.69889 0.29813 0.46648
C 0.73222 -1.21379 0.60242
O 1.98743 0.85798 0.27453
H -3.80215 -0.20257 -0.49684
H 0.47449 0.81785 1.39998
H 1.40186 -1.48682 1.42252
H 1.12114 -1.65113 -0.32142
H -0.25982 -1.62688 0.80652
H 1.89154 1.39854 -0.52870
*
```

Properties
SMILES string: C#CC(=O)[C@@H](C)O
Orbital gap, Ha: 0.378
E, Ha: -344.5170
Energy relative to the best compared isomer or geometry (same formula, charge and spin), kJ/mol: 222.9



# 4
Density functional theory data (ωB97M-V with the def2-TZVPD basis set) for one molecule with the formula C5H8O.

```
! wB97M-V def2-TZVPD RIJCOSX def2/J DEFGRID3
* xyz 0 1
C 0.70152 -1.44246 -0.85398
C 0.23596 -0.13648 -0.27558
C -0.09550 0.09754 1.19902
C -1.11656 1.14344 0.70109
C -0.87772 0.77368 -0.76809
O 1.04553 1.00335 -0.65986
H -0.00191 -2.24109 -0.59671
H 1.69055 -1.71652 -0.46875
H 0.75420 -1.37972 -1.94651
H -0.57360 -0.77502 1.65441
H 0.73264 0.42860 1.83272
H -2.16061 0.90762 0.94265
H -0.94666 2.19462 0.95005
H 0.86401 1.16084 -1.60716
*
```

Properties
Orbital gap, Ha: 0.343
E, Ha: -270.3907
Energy relative to the best compared isomer or geometry (same formula, charge and spin), kJ/mol: 438.8



# 5
Density functional theory data (ωB97M-V with the def2-TZVPD basis set) for C6H11NO as an isolated structure in a non-equilibrium geometry.

```
! wB97M-V def2-TZVPD RIJCOSX def2/J DEFGRID3
* xyz 0 1
C 1.88543 0.40410 0.93975
C 1.43116 -0.66890 -0.21624
C -0.06942 -0.04612 -0.40165
C -0.07612 1.15703 0.30011
C -1.13612 -0.81833 0.36474
C -1.04753 -0.14463 -1.58019
H 2.42245 1.19274 0.17870
H 2.58741 0.00086 1.62216
H 2.19808 -0.97718 -1.15546
H 1.73756 -1.66395 0.24168
H -1.09190 1.41931 0.78187
H -0.27289 2.15108 -0.46356
H 0.24433 0.59739 2.12348
H -1.66563 0.09639 0.97012
H -0.87176 -1.70598 1.34910
H -0.43148 -0.44273 -2.47265
H -1.58781 0.83773 -1.95332
N 0.82991 1.24444 1.43083
O -1.87527 -1.18946 -0.95962
*
```

Properties
Orbital gap, Ha: 0.369
E, Ha: -364.9476
Energy relative to the best compared isomer or geometry (same formula, charge and spin), kJ/mol: 745.4



# 6
Density functional theory data (ωB97M-V with the def2-TZVPD basis set) for C27H16BrCl3N4O6Sc as an isolated structure in a non-equilibrium geometry.

```
! wB97M-V def2-TZVPD RIJCOSX def2/J DEFGRID3
* xyz -1 1
Sc 0.29953 0.35934 0.27976
O 3.63487 -1.41874 -1.62070
C 2.82998 -0.87093 -0.86240
N 1.83441 -0.01667 -1.11988
C 1.46620 0.35957 -2.41143
C 2.10189 -0.08119 -3.57412
C 1.65251 0.31870 -4.82049
C 0.55887 1.16076 -4.93059
C -0.09308 1.61149 -3.79614
C 0.33929 1.22800 -2.52629
N -0.29514 1.59178 -1.33759
C -1.38428 2.36404 -1.29654
O -1.95133 2.99998 -2.19080
C -1.93003 2.48950 0.11299
C -2.77878 3.55411 0.41550
C -3.22504 3.70920 1.71158
C -2.82592 2.77973 2.66302
C -2.01465 1.72583 2.26912
N -1.57359 1.57635 1.02282
C 2.96753 -1.11802 0.62695
C 4.19884 -1.52475 1.13427
C 4.34549 -1.68059 2.49742
C 3.24001 -1.45504 3.30660
C 2.03665 -1.10503 2.71604
N 1.89551 -0.93497 1.40420
H 2.95013 -0.74323 -3.48907
H 2.15988 -0.03536 -5.71049
H 0.20329 1.46619 -5.90657
H -0.94868 2.26250 -3.88138
H -3.04001 4.23498 -0.38006
H -3.85871 4.54059 1.98796
H -3.13854 2.87879 3.69189
H -1.70706 0.95883 2.97401
H 5.00427 -1.68190 0.43431
H 5.29910 -1.95766 2.92656
H 3.31702 -1.55063 4.37898
H 1.13976 -0.95594 3.31109
Cl 3.34970 4.79740 1.76121
C 1.88010 3.84977 1.79880
Cl 0.79880 4.29023 0.46648
Cl 1.04841 4.10743 3.33455
C 2.15955 2.29941 1.68914
O 3.29441 1.89995 1.80234
O 1.08897 1.67021 1.52689
Br -4.71985 -6.55019 -0.94284
C -3.64541 -5.02965 -0.54323
C -3.03326 -4.34528 -1.57874
C -2.24809 -3.25251 -1.27160
C -2.07786 -2.85001 0.04889
C -2.70709 -3.54318 1.07388
C -3.49797 -4.63977 0.77723
C -1.21080 -1.65812 0.29902
O -0.99217 -1.23717 1.45437
O -0.72031 -1.09852 -0.71293
H -3.16167 -4.65314 -2.60519
H -1.74508 -2.68320 -2.03937
H -2.56996 -3.21821 2.09450
H -4.00060 -5.19506 1.55608
*
```

Properties
Orbital gap, Ha: 0.248
E, Ha: -6424.7025



# 7
Density functional theory data (ωB97M-V with the def2-TZVPD basis set) for C22H20BrCl3F5O3OsS as an isolated structure in a non-equilibrium geometry.

```
! wB97M-V def2-TZVPD RIJCOSX def2/J DEFGRID3
* xyz 1 1
Os 1.74357 1.80301 -0.98318
C -2.11513 -3.37239 3.98762
C -1.23123 -2.14649 4.21312
C -2.02453 -1.09999 5.01832
C 0.00647 -2.56889 5.02642
C -0.77113 -1.50939 2.92592
C 0.05647 -0.37859 2.97972
C 0.47727 0.21301 1.82432
Br 1.58167 1.79541 1.88352
C 0.12707 -0.26289 0.52302
O 0.56237 0.33721 -0.52068
C -0.72483 -1.41399 0.46992
C -1.12973 -1.98099 1.66392
C -1.18313 -2.03959 -0.83888
C -2.72373 -2.02669 -0.87778
C -0.68263 -1.31749 -2.08908
C -0.65413 -3.48519 -0.88468
H -2.40873 -3.78789 4.94702
H -1.58083 -4.14569 3.44152
H -3.02183 -3.10939 3.44892
H -2.35033 -1.54269 5.95632
H -2.90063 -0.77569 4.46102
H -1.42063 -0.22669 5.24872
H -0.31503 -3.02539 5.95932
H 0.63847 -1.71949 5.26942
H 0.59807 -3.29299 4.47082
H 0.36547 0.03321 3.92632
H -1.76243 -2.85029 1.61092
H -3.09283 -1.00459 -0.83588
H -3.16173 -2.58209 -0.05458
H -3.06503 -2.47699 -1.80558
H -1.05523 -0.29429 -2.13118
H -1.04193 -1.84359 -2.97128
H 0.40607 -1.30919 -2.13178
H -1.02033 -4.08199 -0.05498
H 0.43277 -3.48299 -0.85178
H -0.97003 -3.96029 -1.80878
F -0.04713 4.44731 -7.18968
C 0.01577 4.18961 -5.89658
C 0.74867 3.09161 -5.43018
F 1.40267 2.31561 -6.28098
C 0.77707 2.81091 -4.07298
F 1.47657 1.73911 -3.62618
C 0.07597 3.58191 -3.13888
S -0.09073 3.14041 -1.46328
C -0.62683 4.69571 -3.62468
F -1.28453 5.45641 -2.76518
C -0.65163 5.00631 -4.97968
F -1.32023 6.06761 -5.39838
Cl 5.63687 4.57321 -0.79528
C 5.55087 2.82311 -0.89428
Cl 6.23427 2.25471 -2.44348
Cl 6.38417 2.06061 0.46672
C 4.11587 2.35331 -0.93898
O 3.20137 3.13881 -1.31528
O 3.81287 1.18641 -0.62888
*
```

Properties
Orbital gap (spin up / spin down), Ha: 0.183 / 0.179
E, Ha: -6018.4843
Energy relative to the best compared isomer or geometry (same formula, charge and spin), kJ/mol: 170.3



# 8
Density functional theory data (ωB97M-V with the def2-TZVPD basis set) for one molecule with the formula C23H30N4O5 in a non-equilibrium geometry.

```
! wB97M-V def2-TZVPD RIJCOSX def2/J DEFGRID3
* xyz 0 1
C -5.87353 -1.13301 -1.60671
C -4.85803 -0.33871 -0.87304
C -3.94248 0.58237 -1.28449
C -3.28233 0.95957 -0.08236
N -2.27458 1.87289 0.09593
C -1.53626 2.43821 -0.89882
O -1.74365 2.27851 -2.08101
C -0.41984 3.32784 -0.37127
C 0.84016 2.51570 -0.05326
C 0.69830 1.69457 1.21469
O -0.24548 1.83230 1.98782
N 1.67432 0.80093 1.45624
C 1.57145 -0.08173 2.61209
C 0.72060 -1.31797 2.27899
O 1.20453 -2.42564 2.15037
N -0.58402 -1.03218 2.15545
C -1.53678 -1.95186 1.58341
C -1.47046 -1.95089 0.04155
C -0.54794 -3.01244 -0.56844
C -0.23085 -2.41049 -1.93908
C -0.45349 -0.89999 -1.72722
O -0.93008 -0.71862 -0.40690
C 2.78028 0.58421 0.58806
C 3.78760 1.53230 0.48075
C 4.86165 1.29032 -0.35551
C 4.96374 0.11038 -1.07952
C 6.13812 -0.12600 -1.97716
C 3.96228 -0.85713 -0.94707
C 4.04652 -2.15396 -1.69002
C 2.88080 -0.60679 -0.11607
N -3.78254 0.31187 0.94482
O -4.76314 -0.49973 0.46025
H -5.74272 -2.19404 -1.40029
H -6.87434 -0.85053 -1.28313
H -5.77806 -0.95499 -2.67330
H -3.74136 0.94813 -2.26719
H -1.91695 1.95085 1.04608
H -0.75152 3.85117 0.52640
H -0.18302 4.05489 -1.14899
H 1.07607 1.84807 -0.88420
H 1.68098 3.20160 0.07005
H 2.57507 -0.40216 2.89574
H 1.10560 0.47552 3.42900
H -0.86427 -0.05956 2.18089
H -2.52849 -1.64321 1.91419
H -1.31615 -2.95748 1.94918
H -2.48708 -2.07822 -0.36740
H -1.03153 -3.98432 -0.63380
H 0.34748 -3.10551 0.04558
H 0.78588 -2.62434 -2.26178
H -0.91767 -2.79047 -2.69520
H -1.18376 -0.49737 -2.43976
H 0.47122 -0.32371 -1.82174
H 3.73699 2.44481 1.05567
H 5.64252 2.03220 -0.43970
H 5.80838 -0.31838 -2.99736
H 6.70489 -0.99507 -1.64436
H 6.79979 0.73608 -1.98247
H 3.23385 -2.81446 -1.40035
H 4.98995 -2.65535 -1.47966
H 3.99491 -1.98418 -2.76566
H 2.11088 -1.35231 -0.00052
*
```

Properties
SMILES string: Cc1cc(NC(=O)CCC(=O)N(CC(=O)NC[C@@H]2CCCO2)c2ccc(C)c(C)c2)no1
Orbital gap, Ha: 0.355
E, Ha: -1489.7065
Energy relative to the best compared isomer or geometry (same formula, charge and spin), kJ/mol: 1.4



# 9
Density functional theory data (ωB97M-V with the def2-TZVPD basis set) for a 2-piece molecular cluster, C2H4INS overall in a non-equilibrium geometry.

```
! wB97M-V def2-TZVPD RIJCOSX def2/J DEFGRID3
* xyz 0 1
C -0.32381 0.67570 0.37806
C 0.31742 -0.30537 -0.38340
N -1.10306 1.44384 0.66182
S 1.98864 1.51098 1.78315
I 0.73386 3.30175 2.69928
H 1.31931 0.04309 -0.43707
H -0.09276 -0.28166 -1.45345
H 0.30786 -1.24041 0.13915
H -1.05091 2.18666 1.41750
*
```

Properties
Orbital gap, Ha: 0.271
E, Ha: -829.1629
Energy relative to the best compared isomer or geometry (same formula, charge and spin), kJ/mol: 157.4



# 10
Density functional theory data (ωB97M-V with the def2-TZVPD basis set) for one molecule with the formula CH3IN2 in a non-equilibrium geometry.

```
! wB97M-V def2-TZVPD RIJCOSX def2/J DEFGRID3
* xyz 0 1
I 3.28414 0.02864 -0.02921
N 1.18167 -0.33440 0.68836
C 0.21189 0.38309 -0.00596
N 0.44558 -0.99958 -0.25580
H 0.48768 1.02932 -0.81432
H -0.56636 0.88124 0.68089
H 0.09610 -1.89716 -0.02111
*
```

Properties
SMILES string: IN1CN1
Orbital gap, Ha: 0.310
E, Ha: -446.9845
Energy relative to the best compared isomer or geometry (same formula, charge and spin), kJ/mol: 155.0



# 11
Density functional theory data (ωB97M-V with the def2-TZVPD basis set) for an isolated ion of composition C3H6N3O2 and charge -1 in a non-equilibrium geometry.

```
! wB97M-V def2-TZVPD RIJCOSX def2/J DEFGRID3
* xyz -1 1
H -2.82361 0.61646 1.87381
N -2.34668 0.42198 0.97987
N -1.65913 -0.64868 0.81148
O -1.47392 -1.58632 1.64661
C -1.12443 -0.81046 -0.45520
C 0.17176 0.15058 -0.72761
O 0.15355 0.80230 -1.73764
N 1.01840 0.07552 0.21402
C 2.26418 0.71457 -0.09938
H -1.66505 -0.43408 -1.24922
H -0.60082 -1.81170 -0.65799
H 2.64724 1.51395 0.55257
H 3.05736 -0.09262 0.05554
H 2.38115 1.08849 -1.20685
*
```

Properties
SMILES string: [H]/N=[N+](\[O-])C/C([O-])=N/C
Orbital gap, Ha: 0.284
E, Ha: -432.5759
Energy relative to the best compared isomer or geometry (same formula, charge and spin), kJ/mol: 173.0



# 12
Density functional theory data (ωB97M-V with the def2-TZVPD basis set) for one molecule with the formula C3H6OS in a non-equilibrium geometry.

```
! wB97M-V def2-TZVPD RIJCOSX def2/J DEFGRID3
* xyz 0 1
C 0.88001 1.54816 0.84611
S -0.65974 0.64872 0.49722
C -0.07571 -0.81922 -0.17292
C -1.33082 -1.37418 -1.01824
O -1.44121 -1.85235 -2.15219
H 1.42138 1.99161 -0.07034
H 1.70763 1.24950 1.42634
H 0.69016 2.46037 1.42116
H 0.72622 -0.64374 -0.79954
H 0.25513 -1.73825 0.39065
H -2.17305 -1.47060 -0.36824
*
```

Properties
SMILES string: CSCC=O
Orbital gap, Ha: 0.362
E, Ha: -591.2683
Energy relative to the best compared isomer or geometry (same formula, charge and spin), kJ/mol: 169.8



Question: What is the formula in the fifth record?
Answer: C6H11NO